This record from OMol25 describes a cluster of 8 separate species, C8H24N8O16 in total in a non-equilibrium geometry. The level of theory is ωB97M-V/def2-TZVPD.

Its energy above the lowest of the compared OMol25 structures with the same formula, charge and spin is 136.1 kJ/mol. The HOMO-LUMO gap is 9.60 eV. The largest force on an atom is 3.919 eV Å⁻¹. The calculated total energy comes out at -1960.29154 hartree. The HOMO energy is -10.443 eV.

Element x y z (Å)
C (3.964, 1.092, 1.954)
N (4.527, 0.335, 3.114)
O (5.728, 0.064, 3.168)
O (3.710, -0.108, 3.904)
H (3.027, 1.437, 2.392)
H (3.710, 0.273, 1.282)
H (4.616, 1.824, 1.478)
C (-4.274, 0.000, 0.055)
N (-3.949, -0.360, 1.535)
O (-4.799, -1.022, 2.137)
O (-3.017, 0.238, 2.095)
H (-3.837, -0.627, -0.723)
H (-3.856, 1.007, 0.048)
H (-5.362, 0.035, 0.004)
C (-0.054, 0.359, -0.029)
N (0.694, 1.246, 0.889)
O (0.288, 1.276, 1.996)
O (1.634, 1.932, 0.378)
H (-0.773, -0.188, 0.582)
H (0.593, -0.422, -0.428)
H (-0.530, 0.967, -0.798)
C (2.638, 1.329, -3.297)
N (3.216, 0.936, -1.971)
O (4.034, 1.731, -1.618)
O (2.848, -0.076, -1.364)
H (2.126, 2.289, -3.234)
H (1.902, 0.573, -3.570)
H (3.412, 1.262, -4.062)
C (-2.379, -0.103, -5.334)
N (-1.212, -0.088, -4.418)
O (-0.097, 0.009, -4.883)
O (-1.481, 0.042, -3.238)
H (-2.423, -1.012, -5.933)
H (-2.224, 0.738, -6.010)
H (-3.266, 0.027, -4.713)
C (-2.480, 3.330, 2.958)
N (-2.146, 4.722, 3.432)
O (-3.034, 5.541, 3.421)
O (-1.046, 4.986, 3.782)
H (-2.408, 2.654, 3.810)
H (-1.811, 3.014, 2.158)
H (-3.462, 3.299, 2.486)
C (-0.332, -3.849, -2.372)
N (-1.575, -3.236, -1.896)
O (-2.572, -3.703, -2.407)
O (-1.545, -2.517, -0.889)
H (0.028, -3.092, -3.069)
H (-0.580, -4.819, -2.802)
H (0.310, -3.939, -1.496)
C (1.730, -2.957, 3.689)
N (2.192, -2.564, 2.291)
O (2.790, -3.431, 1.682)
O (1.875, -1.516, 1.751)
H (1.988, -2.108, 4.322)
H (2.284, -3.737, 4.211)
H (0.657, -3.091, 3.553)